[1]
C4H3ClN2S | ωB97M-V/def2-TZVPD

Element x y z (Å)
S1 -2.6980 -0.9519 0.0307
C1 -1.0354 -1.2992 -0.1278
C2 -0.0799 -0.2754 -0.3070
N1 -0.3751 1.1761 -0.3781
C3 0.8088 1.7267 -0.0281
N2 1.8522 0.8110 0.2927
C4 1.4004 -0.3676 0.1025
Cl1 2.5269 -1.6464 -0.0967
H1 -2.5809 0.3717 0.5584
H2 -0.6795 -2.2941 0.0961
H3 0.8604 2.7490 -0.1427

Cartesian forces (eV/Å) of the 3 atoms listed first:
S -0.598 1.248 0.779
C 2.580 3.063 -0.064
C -0.555 -0.383 1.439

Results
LUMO = -1.206 eV
Relative energy (zero: lowest compared OMol25 entry of this formula, charge and spin) = 36.74 kcal per mole
E_HOMO = -9.2 eV
Multiplicity = 1



[2]
C20H28I2N2O9 | ωB97M-V/def2-TZVPD

Element x y z (Å)
C1 -3.5127 0.5597 -3.5325
C2 -4.0520 -0.8415 -3.8203
I1 -3.6649 -1.2597 -5.8964
C3 -3.5502 -1.9020 -2.7762
I2 -3.6559 -3.9645 -3.4405
C4 -2.1475 -1.5865 -2.2964
C5 -1.9946 -0.9585 -1.0257
C6 -0.7523 -0.6101 -0.5961
C7 0.4039 -0.8487 -1.3787
N1 1.6196 -0.4547 -0.8942
C8 2.6158 -0.7572 -1.6824
C9 2.4780 -1.4316 -2.9231
N2 1.3228 -1.7943 -3.4104
C10 0.2491 -1.4920 -2.6185
C11 -1.0475 -1.8474 -3.0636
H1 -4.0207 1.2550 -4.2018
H2 -2.4484 0.6547 -3.7324
H3 -3.7450 0.8363 -2.5023
H4 -5.1344 -0.8033 -3.7147
H5 -4.2445 -1.9014 -1.9409
H6 -2.8708 -0.7548 -0.4234
H7 -0.6251 -0.1422 0.3730
H8 3.6139 -0.4730 -1.3626
H9 3.3728 -1.6518 -3.4951
H10 -1.1640 -2.3336 -4.0227
C12 1.3670 1.4138 2.3188
O1 0.5870 1.1135 3.4792
C13 -0.2630 2.0744 3.8363
O2 -0.3873 3.1472 3.3083
O3 -0.9997 1.6065 4.8445
C14 -1.9951 2.5123 5.3265
H11 2.0121 0.5584 2.1439
H12 0.7171 1.5497 1.4568
H13 1.9780 2.3012 2.4736
H14 -2.6975 2.7681 4.5353
H15 -1.5332 3.4143 5.7230
H16 -2.5202 1.9938 6.1235
C15 -4.9999 -3.9977 0.7248
O4 -4.4373 -2.7202 1.0310
C16 -3.4521 -2.7594 1.9307
O5 -3.0337 -3.7463 2.4743
O6 -3.0108 -1.5157 2.1150
C17 -1.9316 -1.4034 3.0505
H17 -5.7775 -3.8229 -0.0134
H18 -4.2437 -4.6577 0.3037
H19 -5.4399 -4.4491 1.6119
H20 -1.0676 -1.9691 2.7068
H21 -2.2359 -1.7461 4.0373
H22 -1.6738 -0.3505 3.1012
C18 4.2904 2.7999 -1.0528
O7 5.6502 3.1490 -1.3143
C19 6.5009 2.7678 -0.3615
O8 6.2116 2.1760 0.6453
O9 7.7251 3.1520 -0.7186
C20 8.7458 2.8046 0.2195
H23 3.7061 3.1594 -1.8950
H24 4.1803 1.7209 -0.9745
H25 3.9376 3.2801 -0.1418
H26 8.8042 1.7247 0.3412
H27 8.5612 3.2796 1.1811
H28 9.6797 3.1739 -0.1939

Cartesian forces (eV/Å) of the 3 atoms listed first:
C -0.394 -0.010 -0.269
C 0.013 -0.258 0.584
I -0.007 0.014 0.150

Results
LUMO = -0.533 eV
E_HOMO = -9.0 eV
Multiplicity = 1



[3]
C11H27MgO4 | ωB97M-V/def2-TZVPD

Element x y z (Å)
Mg1 0.3750 0.5872 0.1242
C1 3.2059 -1.5011 1.0186
C2 3.2225 -0.4895 -0.0376
C3 3.1053 -1.2227 -1.4020
O1 2.3402 0.5288 0.1896
H1 3.9884 -2.2271 0.7982
H2 2.2433 -2.0085 1.0818
H3 3.5096 -1.1360 1.9997
H4 4.2452 -0.1321 -0.1580
H5 2.1723 -1.7834 -1.4591
H6 3.8741 -1.9743 -1.5815
H7 3.1360 -0.6176 -2.3081
C4 -0.3982 -3.2503 1.5220
C5 -1.3296 -2.0421 1.2058
C6 -2.3807 -1.9750 2.3178
O2 -0.6711 -0.8412 0.9746
H8 -0.9706 -4.1228 1.8371
H9 0.3033 -3.0819 2.3392
H10 0.2913 -3.3817 0.6881
H11 -1.8865 -2.2607 0.2946
H12 -1.9319 -1.6677 3.2624
H13 -3.0111 -2.8642 2.3287
H14 -3.0759 -1.1402 2.2292
C7 -2.6291 2.7222 -0.2820
C8 -1.5801 2.9256 0.8225
C9 -2.1108 2.4147 2.1417
O3 -0.3058 2.4027 0.4646
H15 -3.6198 2.9776 0.0940
H16 -2.6789 1.6868 -0.6188
H17 -2.3812 3.4363 -1.0672
H18 -1.4306 3.9988 0.9407
H19 -1.4960 2.7037 2.9942
H20 -2.2063 1.3298 2.0981
H21 -3.0927 2.8233 2.3802
C10 1.0114 1.2026 -3.5823
C11 -0.2077 1.3477 -2.7160
O4 -0.1639 0.2862 -1.7621
H22 1.1284 0.2005 -3.9949
H23 1.8941 1.3045 -2.9510
H24 1.1476 1.9320 -4.3809
H25 -1.0495 1.1064 -3.3651
H26 -0.2522 2.3101 -2.2063
H27 -0.3340 -0.5075 -2.2745

Cartesian forces (eV/Å) of the 3 atoms listed first:
Mg 0.099 0.052 1.798
C 0.728 -1.540 1.265
C 0.122 0.940 -1.754

Results
LUMO = 2.902 eV
Relative energy (zero: lowest compared OMol25 entry of this formula, charge and spin) = 3.62 kcal per mole
E_HOMO = -4.5 eV
Charge = -1
Multiplicity = 1



[4]
C24H47AlBrFO10PS2 | ωB97M-V/def2-TZVPD

Element x y z (Å)
C1 -1.3792 2.5090 1.8169
C2 -1.8673 1.4194 1.2359
C3 -2.3601 0.0716 0.4604
C4 -1.1205 -0.3193 -0.5480
C5 -0.9326 0.7485 -1.7357
C6 0.2978 0.4165 -2.7615
C7 -0.1888 -0.8538 -3.6345
C8 -0.6291 -0.5211 -5.1495
C9 -2.2446 -0.2701 -5.3199
Br1 -2.7037 1.6332 -5.7366
O1 0.3081 1.6813 -3.5356
Al1 1.4977 2.8664 -2.6375
C10 3.2841 3.2583 -3.6090
C11 4.4750 3.7018 -2.6117
F1 4.2903 5.0403 -2.0338
C12 0.4495 4.4673 -1.9060
C13 1.2940 5.3530 -0.8677
O2 1.3194 6.6299 -1.0819
O3 2.0137 4.8569 0.2709
O4 1.9378 1.5894 -1.2928
C14 1.8221 0.3842 -2.1220
P1 2.5854 -1.2437 -1.5796
C15 4.4696 -1.2968 -1.6488
C16 5.2140 -0.0873 -2.4023
C17 2.1287 -1.7747 0.1829
C18 1.1453 -3.0914 0.1980
H1 -0.6783 3.4035 2.0466
H2 -2.4339 -0.8234 1.2055
H3 -3.3400 0.2237 -0.1170
H4 -1.3272 -1.3769 -0.9447
H5 -0.1734 -0.2424 0.1200
H6 -0.8087 1.8085 -1.2718
H7 -1.9095 0.8138 -2.3742
H8 0.6318 -1.6594 -3.6842
H9 -1.1145 -1.3541 -3.1269
H10 -0.0253 0.3118 -5.6650
H11 -0.4264 -1.4853 -5.7809
H12 -2.8367 -0.6645 -4.4059
H13 -2.6026 -0.8987 -6.2309
H14 3.1328 4.1383 -4.3615
H15 3.6881 2.3317 -4.1965
H16 5.4749 3.7617 -3.2149
H17 4.6737 2.9498 -1.7573
H18 0.1888 5.1434 -2.8157
H19 -0.4945 4.0368 -1.3851
H20 2.0180 3.8603 0.1886
H21 2.4311 0.6438 -3.0923
H22 4.8360 -2.2955 -2.1190
H23 4.8530 -1.3283 -0.5443
H24 5.8729 -0.4871 -3.2802
H25 4.5574 0.7903 -2.7345
H26 5.9855 0.3594 -1.6455
H27 3.1138 -2.1491 0.6916
H28 1.7429 -0.9303 0.8672
H29 1.1295 -3.4223 1.3204
H30 0.0710 -2.8385 -0.1160
H31 1.6048 -3.9881 -0.3736
O5 -6.0776 -0.7742 2.8593
S1 -5.3773 -1.9332 2.3706
O6 -4.8033 -1.9799 1.0476
O7 -6.3130 -3.2413 2.5790
C19 -7.6174 -3.2415 2.0017
C20 -7.5648 -3.4324 0.4968
C21 -4.1131 -2.3671 3.5336
H32 -8.1542 -2.3252 2.2667
H33 -8.1645 -4.0764 2.4480
H34 -7.0850 -2.5808 0.0080
H35 -8.5703 -3.5327 0.0832
H36 -6.9815 -4.3210 0.2416
H37 -4.5384 -2.3741 4.5367
H38 -3.3255 -1.6147 3.4648
H39 -3.7125 -3.3467 3.2714
O8 0.2506 0.4100 4.0257
S2 1.6693 0.1676 4.0265
O9 2.2549 -0.9402 3.3128
O10 2.1981 0.1381 5.5602
C22 1.5945 -0.7807 6.4680
C23 2.0498 -2.2055 6.2096
C24 2.5024 1.6481 3.5244
H40 0.5037 -0.6993 6.4273
H41 1.9027 -0.4850 7.4745
H42 1.6990 -2.5612 5.2376
H43 1.6608 -2.8816 6.9737
H44 3.1413 -2.2651 6.1997
H45 2.0975 2.4920 4.0821
H46 2.3243 1.7835 2.4559
H47 3.5706 1.5330 3.7094

Cartesian forces (eV/Å) of the 3 atoms listed first:
C -1.617 -5.680 -3.803
C 2.170 4.835 2.419
C 1.727 0.642 0.511

Results
LUMO = 1.907 eV
E_HOMO = -5.0 eV
Charge = -1
Multiplicity = 1



[5]
C6H6O2S3 | ωB97M-V/def2-TZVPD

Element x y z (Å)
C1 -2.3165 -0.6242 0.2463
C2 -1.4323 -1.7677 0.0520
C3 -1.9508 0.6529 0.3588
C4 0.0558 -1.4313 0.3060
C5 -0.5214 1.1397 0.3692
C6 0.3306 0.0039 -0.2746
O1 -3.4069 2.0583 -1.2893
O2 -4.5009 0.5041 0.5659
S1 -4.0098 -1.0671 0.1520
S2 -2.2055 -3.0187 -0.4416
S3 -3.4640 1.7565 0.1212
H1 0.1698 -1.1839 1.3624
H2 0.7511 -2.2233 -0.0323
H3 -0.4480 2.1478 -0.2249
H4 0.0465 1.1841 1.4195
H5 1.3409 0.2677 -0.1422
H6 0.1200 -0.0637 -1.3275

Cartesian forces (eV/Å) of the 3 atoms listed first:
C -0.089 0.253 0.248
C 2.251 3.157 1.124
C -0.939 0.715 0.367

Results
LUMO = -1.088 eV
Relative energy (zero: lowest compared OMol25 entry of this formula, charge and spin) = 61.70 kcal per mole
E_HOMO = -8.8 eV
Multiplicity = 1